Here is 13 unconnected molecules or ions with the total composition C46H100O25S4 from OMol25. Energies are from ωB97M-V with the def2-TZVPD basis set.

Each line ends with the Mulliken charge.
Geometry (Å):
C 1.1065 0.5166 -0.0141  3.530
C 1.2305 -0.9267 0.4299  0.604
C -0.0283 -1.0886 1.2791  0.319
O -0.2126 0.1459 1.9010  -0.627
C 0.1136 1.2183 0.9600  1.773
H 0.7911 0.5149 -1.0575  -1.570
H 2.0137 1.0934 0.1658  -0.989
H 2.0565 -1.1572 1.1027  -1.069
H 1.3176 -1.6087 -0.4160  0.340
H 0.0420 -1.9334 1.9643  0.505
H -0.9117 -1.2414 0.6592  -0.746
H 0.5191 2.0853 1.4815  0.065
H -0.8894 1.4338 0.5917  -1.817
C 4.3788 0.8880 -1.1256  1.682
C 5.6247 0.2274 -1.4066  -0.596
C 5.4926 -0.3725 -2.8057  -0.374
O 4.5775 0.5743 -3.3418  -0.441
C 3.8685 1.4785 -2.4504  0.739
H 4.4665 1.7245 -0.4323  -0.387
H 3.6998 0.1712 -0.6638  -1.242
H 5.9077 -0.5527 -0.7000  0.236
H 6.4677 0.9033 -1.5505  0.355
H 4.9901 -1.3396 -2.8148  0.099
H 6.3606 -0.4073 -3.4642  0.353
H 2.7929 1.3305 -2.5471  -0.421
H 4.1211 2.5368 -2.5158  -0.114
C 2.3333 5.2328 -3.2833  -0.744
C 2.0023 5.5988 -1.8703  -0.629
C 1.0901 4.4299 -1.4717  1.008
O 1.1689 3.4979 -2.5037  0.136
C 1.2942 4.2363 -3.6998  -0.290
H 3.3401 4.8177 -3.2386  0.108
H 2.2753 6.0583 -3.9928  0.443
H 1.3619 6.4792 -1.8149  0.370
H 2.8111 5.7655 -1.1588  0.349
H 0.0378 4.6707 -1.3208  -0.153
H 1.5401 3.8993 -0.6326  -1.121
H 0.3659 4.6351 -4.1090  0.390
H 1.6130 3.4526 -4.3871  0.035
C -1.1335 0.5426 -3.3955  1.852
C -1.9237 1.4645 -2.4647  2.249
C -3.2198 1.6573 -3.2483  -0.507
O -2.9372 1.1765 -4.5932  -0.570
C -1.5093 1.0466 -4.7910  -0.692
H -1.3294 -0.5295 -3.4143  -0.532
H -0.0744 0.7041 -3.1946  -1.070
H -1.3752 2.4008 -2.3617  -0.858
H -2.1335 1.0430 -1.4817  -1.117
H -3.5528 2.6864 -3.3828  0.280
H -4.1414 1.1465 -2.9691  0.216
H -1.1253 2.0427 -5.0109  0.243
H -1.2221 0.4898 -5.6829  0.371
C -3.4546 4.6384 0.9942  -0.084
C -2.7651 5.8592 1.5117  -0.726
C -1.2875 5.7300 1.2169  -0.527
O -1.1497 4.3231 0.9065  0.110
C -2.3384 3.9276 0.2194  0.336
H -4.2929 4.8843 0.3424  0.503
H -3.7989 3.8727 1.6894  -0.278
H -2.8596 5.7709 2.5940  0.188
H -3.0833 6.8298 1.1313  0.321
H -0.6915 5.9447 2.1039  0.400
H -0.9559 6.4225 0.4432  0.349
H -2.5396 2.8564 0.2304  -0.581
H -2.3762 4.1590 -0.8451  0.186
C -1.5722 3.7290 4.5086  0.417
C -1.8738 3.2943 5.9678  -0.691
C -0.6424 2.4574 6.3069  -0.595
O 0.4581 2.9556 5.5506  -0.511
C -0.0659 3.3349 4.3003  0.459
H -1.5745 4.7977 4.2943  0.331
H -2.3044 3.3848 3.7782  -0.240
H -2.7401 2.6771 6.2061  0.124
H -2.0483 4.1673 6.5967  0.303
H -0.8886 1.4194 6.0832  0.229
H -0.3601 2.3142 7.3499  0.453
H 0.0086 2.4560 3.6599  -0.324
H 0.5512 4.0379 3.7408  0.020
C -2.5950 -5.2736 -2.3705  -1.039
C -2.6111 -4.2235 -1.2416  1.510
C -1.2755 -3.4448 -1.5671  1.303
O -0.5799 -4.1425 -2.5334  -0.433
C -1.5859 -4.7127 -3.3999  -0.611
H -3.5163 -5.5991 -2.8536  0.384
H -2.2358 -6.2458 -2.0331  0.346
H -2.5346 -4.7601 -0.2959  -0.608
H -3.4611 -3.5438 -1.3014  -0.476
H -0.7391 -3.3427 -0.6238  -0.479
H -1.5005 -2.4445 -1.9372  -0.742
H -1.0805 -5.3952 -4.0831  0.454
H -2.1626 -3.9669 -3.9471  0.264
O -3.2441 -0.8025 -0.1782  -0.378
S -4.6098 -1.2782 -0.4806  1.027
O -4.9735 -1.4436 -1.9081  -0.738
O -4.9477 -2.6852 0.3748  0.302
C -6.1899 -3.3078 0.1242  -0.640
C -5.9421 -4.7211 -0.3239  -1.103
C -5.8691 -0.2015 0.2262  -1.264
H -6.7176 -2.8080 -0.6882  0.518
H -6.8628 -3.1738 0.9711  0.363
H -6.8979 -5.2450 -0.3345  0.486
H -5.2095 -5.1776 0.3417  0.170
H -5.6264 -4.8172 -1.3627  0.218
H -5.7524 -0.3144 1.3040  0.195
H -6.7958 -0.6171 -0.1696  0.532
H -5.6196 0.7594 -0.2238  0.461
O 4.4617 0.2646 1.9669  -0.365
S 4.1022 1.0466 3.1320  0.882
O 5.0603 1.7030 3.9816  -0.655
O 3.0037 2.1909 2.6087  0.035
C 3.5934 3.2925 1.9664  0.336
C 3.6813 4.3656 3.0771  -1.542
C 2.9760 0.0433 4.1851  -0.596
H 2.9339 3.6509 1.1760  -0.395
H 4.5606 2.9564 1.5927  0.548
H 2.8039 4.4265 3.7209  0.249
H 3.8788 5.3596 2.6756  0.430
H 4.4918 4.1378 3.7694  0.379
H 3.5608 -0.6505 4.7891  0.472
H 2.3916 -0.5958 3.5232  0.102
H 2.3177 0.7127 4.7390  0.135
O 0.9974 -4.5381 0.8992  -0.482
S 0.3650 -5.2527 2.0380  1.223
O 0.5382 -4.7579 3.4136  -0.710
O -1.2811 -5.2453 1.7947  -0.105
C -2.1274 -5.7097 2.8751  -0.447
C -3.3288 -4.7586 2.8362  -1.011
C 0.7900 -7.0988 1.8442  -1.083
H -1.6937 -5.4500 3.8408  0.385
H -2.4064 -6.7591 2.7797  0.348
H -4.1166 -4.8688 3.5815  0.496
H -3.7847 -4.6392 1.8534  -0.037
H -2.8896 -3.7699 2.9692  0.196
H 1.5709 -7.1702 1.0871  0.374
H -0.2022 -7.4083 1.5158  0.332
H 1.1188 -7.4614 2.8181  0.378
O 1.9635 -0.5862 -8.0998  -0.611
S 2.4507 -0.1887 -6.7760  1.029
O 1.8155 0.8993 -6.0196  -0.467
O 2.6057 -1.5170 -5.7731  -0.372
C 1.4933 -1.8652 -4.9271  -0.742
C 1.8321 -1.4152 -3.5024  1.251
C 4.1801 0.3333 -6.8738  -0.712
H 1.2828 -2.9294 -4.8213  0.337
H 0.6230 -1.3646 -5.3513  0.225
H 0.9598 -1.6716 -2.9012  -0.500
H 1.8987 -0.3326 -3.3945  -0.733
H 2.6902 -1.8681 -3.0057  0.451
H 4.4151 0.6496 -5.8575  0.077
H 4.1639 1.1456 -7.6004  0.390
H 4.8254 -0.5095 -7.1217  0.334
C -3.2360 0.2486 2.8525  0.274
O -4.3663 0.2450 3.6096  -0.411
C -4.9722 1.3491 4.0029  0.756
O -4.8064 2.5328 3.5546  -0.628
O -5.8268 0.9104 4.8788  -0.374
C -6.6838 1.7951 5.5742  -0.721
H -2.4676 0.7854 3.4089  0.108
H -3.3101 0.7914 1.9103  0.089
H -2.8891 -0.7725 2.6936  -0.005
H -7.5288 1.2714 6.0212  0.271
H -7.2772 2.3788 4.8704  0.312
H -6.1402 2.3372 6.3479  0.293
C 4.5788 -2.9027 0.7202  0.019
O 5.3118 -4.1097 0.4376  -0.368
C 6.2029 -4.0703 -0.5118  0.704
O 6.3431 -3.1245 -1.2533  -0.497
O 6.8847 -5.2544 -0.4564  -0.386
C 7.9471 -5.4176 -1.3496  -0.638
H 5.3264 -2.2050 1.0974  0.266
H 3.7568 -2.9268 1.4356  0.154
H 4.2357 -2.5836 -0.2640  0.000
H 8.7520 -4.8294 -0.9088  0.273
H 7.6394 -4.9809 -2.2997  0.289
H 8.2872 -6.4394 -1.5180  0.225

Values from the calculation:
HOMO energy: -8.767 eV
HOMO-LUMO gap: 8.92 eV
Multiplicity: 1
Total charge: 0
DFT total energy: -143842.5543 eV
Largest force on an atom: 4.71 eV/Å